Arrangement one

{"formula": "C8H13N3O", "method": "ωB97M-V with the def2-TZVPD basis set", "symbols": ["H", "H", "C", "N", "H", "C", "C", "C", "H", "N", "H", "N", "C", "H", "C", "H", "H", "H", "H", "H", "C", "H", "H", "C", "O"], "xyz": [[-1.644, -0.219, -2.144], [-1.714, 4.376, 0.143], [-1.996, 3.399, -0.208], [0.476, -2.179, -0.940], [1.934, -3.923, 0.561], [2.227, -3.123, 1.252], [0.773, -1.537, 0.101], [-1.840, 0.705, -1.636], [-2.882, 0.668, -1.270], [1.739, -1.910, 1.025], [-2.271, 3.345, -1.206], [3.197, -3.252, 2.070], [-0.940, 2.334, 0.009], [3.368, -2.394, 2.748], [-0.904, 0.999, -0.568], [0.850, -3.173, -1.241], [-1.892, 1.520, -2.332], [-0.243, -1.839, -1.553], [3.495, -4.155, 2.276], [-2.876, 3.207, 0.268], [-0.041, 2.329, 1.108], [0.229, 3.007, 1.811], [1.765, -1.161, 1.754], [0.049, 0.476, 0.170], [0.563, 1.129, 1.168]], "e_homo_ha": -0.56596, "multiplicity": 1, "gap_ha": 0.23531, "total_charge": 2}


Arrangement two

{"formula": "C8H13N3O", "method": "ωB97M-V with the def2-TZVPD basis set", "symbols": ["H", "N", "H", "C", "C", "C", "N", "H", "C", "C", "H", "N", "H", "H", "C", "H", "C", "H", "C", "H", "H", "H", "H", "O", "H"], "xyz": [[1.614, -1.766, 0.241], [0.952, -2.167, 0.989], [-2.015, -0.885, 1.168], [-0.740, 1.493, -0.410], [0.047, 0.389, -0.218], [1.236, -3.303, 1.623], [-1.431, -1.687, 1.358], [0.453, -3.467, 2.385], [-0.047, 2.079, -1.497], [-0.163, -1.414, 1.027], [-1.598, 1.807, 1.390], [2.325, -3.990, 1.591], [-0.799, 2.889, -3.380], [-1.291, 3.766, -1.825], [-0.560, 3.202, -2.363], [3.121, -3.830, 0.863], [1.182, 1.422, -1.581], [-1.710, 3.137, 0.182], [-1.836, 2.086, 0.358], [1.992, 1.671, -2.321], [-2.807, 1.741, 0.102], [2.360, -4.852, 2.047], [-1.785, -2.550, 1.624], [1.247, 0.320, -0.807], [0.256, 3.909, -2.548]], "e_homo_ha": [-0.56542, -0.56543], "multiplicity": 1, "gap_ha": [0.22936, 0.22938], "total_charge": 2}


Which structure above is the least stable? It is arrangement two.